Here is an isolated molecule of CH3O3PS from OMol25. Energies are from ωB97M-V/def2-TZVPD.

Each line ends with the Mulliken charge.
CARTESIAN COORDINATES (ANGSTROEM)
S 1.1113 -1.3890 0.5700  0.6915
P 3.5670 0.3995 -0.4278  0.3092
O 3.5524 1.0694 0.8979  -0.4777
O 2.5300 -0.7450 -0.5109  -0.1896
O 0.8008 -2.7133 0.0392  -0.4652
C -0.0683 -0.2230 -0.2797  -0.8791
H -0.1361 -0.3586 -1.3169  0.3183
H -0.9911 -0.4638 0.1857  0.3583
H 0.1235 0.8003 0.1414  0.3342

Output
DFT total energy: -1005.15902 a.u.
E_LUMO: -0.432 eV
ΔE to the lowest compared entry with this formula, charge and spin: 102.8 kJ/mol

***

Here is a cluster of 2 separate species, CH3O3S in total from OMol25. Energies are from ωB97M-V/def2-TZVPD.

Each line ends with the Mulliken charge.
CARTESIAN COORDINATES (ANGSTROEM)
S 0.5425 -0.4346 -0.1349  0.6385
O -0.9015 1.5153 0.3194  -0.2992
O 1.8698 -0.1117 -0.5678  -0.6172
O 0.4801 -0.3172 1.3053  -0.6823
C -0.4649 0.8386 -0.7706  -0.3982
H -0.5500 0.9833 1.0956  0.3783
H -1.5439 -0.6843 -0.9517  -0.0966
H 0.5681 -1.7894 -0.2952  0.0766

Output
DFT total energy: -663.66004 a.u.
Net charge: -1
E_LUMO: 3.698 eV
ΔE to the lowest compared entry with this formula, charge and spin: 554.8 kJ/mol

***

Here is the ion CH3O3S2 with charge -1 from OMol25. Energies are from ωB97M-V/def2-TZVPD.

Each line ends with the Mulliken charge.
CARTESIAN COORDINATES (ANGSTROEM)
S 2.0329 0.1085 -0.1979  0.6143
S -0.4738 -0.0408 -0.8903  -0.1312
O 2.0000 -0.7574 0.9540  -0.5200
O 2.4561 1.4731 0.1495  -0.5126
O -0.2914 -1.7826 -0.3065  -0.5902
C -1.7610 0.6793 -0.1587  -0.6863
H 0.3588 -1.8382 0.5246  0.3493
H -1.6949 1.5953 0.5803  0.2189
H -2.6267 0.5628 -0.6550  0.2579

Output
DFT total energy: -1061.96140 a.u.
SMILES: C=S(O)#S(=O)[O-]
Net charge: -1
E_LUMO: 3.626 eV
ΔE to the lowest compared entry with this formula, charge and spin: 285.2 kJ/mol

***

Here is the ion CH3O3S3 with charge -1 from OMol25. Energies are from ωB97M-V/def2-TZVPD.

Each line ends with the Mulliken charge.
CARTESIAN COORDINATES (ANGSTROEM)
S 1.4906 1.5575 0.0766  -0.3197
S 1.4522 -1.4143 -0.4583  -0.2253
S -1.0690 0.0749 -0.0601  1.0335
O -1.8394 0.7440 0.9782  -0.6144
O -1.0277 0.7979 -1.3669  -0.6632
O -1.4804 -1.3401 -0.1248  -0.7124
C 0.9603 -0.0730 0.4684  -0.3491
H 0.3101 1.8419 -0.6495  0.2408
H 0.9047 -0.3188 1.4609  0.4440
H 0.2986 -1.8700 -0.3245  0.1657

Output
DFT total energy: -1460.22049 a.u.
SMILES: O=S(=O)([O-])C(S)S
Net charge: -1
E_LUMO: 3.308 eV
ΔE to the lowest compared entry with this formula, charge and spin: 81.2 kJ/mol

***

Here is a cluster of 2 separate species, CH3O4P2 in total from OMol25. Energies are from ωB97M-V/def2-TZVPD.

Each line ends with the Mulliken charge.
CARTESIAN COORDINATES (ANGSTROEM)
P 0.4785 0.3996 -0.7227  -0.0789
P 0.3149 -1.6536 -0.2796  0.0328
O -2.9399 0.9469 0.2381  -0.6624
O 3.0320 1.3439 -0.1464  -0.6228
O -0.1810 -0.3939 0.6762  -0.2749
O 2.5740 -0.7515 0.5462  -0.5640
C 2.3961 0.3313 0.0297  0.5166
H -2.3030 0.6796 -0.4367  0.3168
H -2.4376 0.8941 1.0550  0.3362
H -0.9341 -1.7962 -0.9597  0.0007

Output
DFT total energy: -1023.63604 a.u.
Net charge: -1
E_LUMO: 4.061 eV
ΔE to the lowest compared entry with this formula, charge and spin: 395.4 kJ/mol

***

Here is an isolated molecule of CH3O5P from OMol25. Energies are from ωB97M-V/def2-TZVPD.

Each line ends with the Mulliken charge.
CARTESIAN COORDINATES (ANGSTROEM)
P -0.2747 0.5229 0.1612  1.0938
O -1.3184 -1.0864 0.0753  -0.2686
O -1.1333 1.6595 0.3718  -0.5532
O -2.5483 -0.7281 -0.4726  -0.3563
O 0.9624 0.0921 1.1017  -0.3529
O 0.8313 0.3855 -1.0163  -0.3476
C 1.7553 -0.1160 -0.0638  -0.0231
H 2.6697 0.4797 -0.0428  0.2361
H -2.9056 -0.0316 0.1070  0.3416
H 1.9615 -1.1775 -0.2216  0.2303

Output
DFT total energy: -757.40832 a.u.
E_LUMO: 0.612 eV
ΔE to the lowest compared entry with this formula, charge and spin: 0.0 kJ/mol

***

HOMO level in eV, matching the order above: -10.1, -3.6, -3.4, -5.0, -3.9, -10.4